The following is a quantum chemistry calculation of 2 unconnected molecules or ions with the total composition C3H8O2, from OMol25.

The LUMO energy comes out at 0.407 eV. The SMILES is C=CCO.O. As for the relative energy (zero: lowest compared OMol25 entry of this formula, charge and spin): 66.7 kcal/mol. As for the HOMO-LUMO gap: 10.6 eV.

Geometry as ORCA input:
```
! wB97M-V def2-TZVPD RIJCOSX def2/J DEFGRID3
* xyz 0 1
C 0.74651 -0.56598 -0.95764
C -0.42526 -0.29381 -0.31462
C -1.44312 0.71423 -0.73578
O -1.68386 1.65399 0.39399
H 1.13926 0.30336 -1.56713
H 1.28679 -1.60824 -1.16676
H -0.68952 -1.05079 0.35472
H -2.34731 0.34794 -1.12272
H -1.03139 1.37697 -1.41567
H -0.75016 1.53198 0.71917
O 2.03513 -0.93566 2.21911
H 1.89116 -0.03614 1.73175
H 1.27175 -1.43785 1.86159
*
```

***

The following is a quantum chemistry calculation of 3 unconnected molecules or ions with the total composition C13H30FN3O6, from OMol25.

The LUMO energy comes out at 0.582 eV. The SMILES is CCNOC(=O)OCC(=O)F.COC[C@@H](C)N.COC[C@@H](C)N. As for the HOMO-LUMO gap: 9.4 eV.

Geometry as ORCA input:
```
! wB97M-V def2-TZVPD RIJCOSX def2/J DEFGRID3
* xyz 0 1
C 6.18658 -2.06611 -0.55668
C 5.88933 -1.47871 0.82108
N 5.50616 -0.06239 0.82440
O 4.09625 0.13821 1.04413
C 3.35348 -0.03034 -0.07128
O 2.98863 0.85190 -0.78155
O 3.07155 -1.33512 -0.28968
C 1.82199 -1.59772 -0.90889
C 0.70256 -1.70320 0.09958
O -0.26115 -2.37294 -0.01323
F 0.90607 -0.91798 1.17045
H 6.73607 -1.34952 -1.17243
H 6.79485 -2.96548 -0.45640
H 5.27523 -2.33924 -1.08831
H 6.78083 -1.56454 1.44671
H 5.09827 -2.03442 1.32174
H 5.73469 0.39593 -0.05393
H 1.57608 -0.83361 -1.65091
H 1.89185 -2.55847 -1.41052
C -5.58319 -0.63834 1.47394
O -4.18525 -0.68603 1.66684
C -3.75078 -1.36441 2.82911
C -3.66799 -2.88979 2.69214
C -5.02420 -3.58772 2.72017
N -2.93601 -3.31008 1.49780
H -6.11323 -0.55491 2.42866
H -5.95603 -1.51498 0.93786
H -5.79839 0.24655 0.87566
H -2.74447 -0.98508 3.02332
H -4.38094 -1.08422 3.68493
H -3.09960 -3.23972 3.56069
H -5.54167 -3.48924 1.76539
H -4.89023 -4.65299 2.90586
H -5.66773 -3.18162 3.50318
H -1.98643 -2.95426 1.53014
H -3.34954 -2.84449 0.69438
C -0.51649 3.36859 -4.10512
O 0.47656 2.68400 -3.36988
C 1.18141 3.46427 -2.41989
C 0.46067 3.64435 -1.07859
C -0.69208 4.64264 -1.11458
N -0.02774 2.37314 -0.53822
H -0.21903 4.40308 -4.30566
H -1.48171 3.37155 -3.59220
H -0.63517 2.84827 -5.05523
H 2.10882 2.92064 -2.23115
H 1.44883 4.43587 -2.85790
H 1.21086 4.03037 -0.38120
H -1.57852 4.21224 -1.58161
H -0.96871 4.92805 -0.10020
H -0.41956 5.54670 -1.66289
H 0.76405 1.75080 -0.40586
H -0.58584 1.93050 -1.26411
*
```

***

Calculated F_max in order - 0.066, 0.011 Eh/bohr
Calculated E in order - -269.48857, -1228.80076 hartree
Calculated E_HOMO in order - -10.15, -8.85 eV